35
Properties=species:S:1:pos:R:3:mulliken_charge:R:1 method="wB97M-V/def2-TZVPD" mol_weight_g_mol=282.30 total_energy_ev=-25940.8406 de_lowest_kj_mol=211.9 largest_force_ev_per_a=1.3 homo_ha=-0.28957 orbital_gap_ev=8.43
C 0.33 1.69 0.23 -1.9325
C 0.39 0.27 0.71 0.7877
N -0.43 -0.66 0.38 -0.8141
N -1.42 -0.46 -0.55 0.0421
C -1.27 0.06 -1.81 0.2803
O -0.23 0.50 -2.24 -0.6101
C -2.52 0.01 -2.61 0.4955
C -3.79 0.08 -2.05 -0.2820
C -4.92 0.06 -2.85 -0.7251
C -4.78 -0.04 -4.23 -0.3422
C -3.52 -0.10 -4.80 -0.5483
C -2.40 -0.07 -4.00 -0.3536
C 1.43 -0.12 1.67 0.6216
C 1.23 -1.21 2.51 -0.6084
C 2.18 -1.62 3.44 -0.9838
C 3.35 -0.90 3.48 0.9658
C 3.58 0.18 2.63 0.7795
C 2.64 0.60 1.72 -1.1359
O 4.82 0.70 2.88 -0.4893
C 5.37 -0.09 3.91 -0.2300
O 4.45 -1.09 4.28 -0.4764
H -0.70 1.97 0.07 0.4129
H 0.78 2.36 0.96 0.5216
H 0.85 1.79 -0.72 0.3899
H -2.18 -1.11 -0.40 0.3742
H -3.91 0.18 -0.98 0.4696
H -5.90 0.12 -2.41 0.3801
H -5.66 -0.06 -4.85 0.3799
H -3.42 -0.17 -5.87 0.3839
H -1.41 -0.10 -4.42 0.4249
H 0.29 -1.74 2.43 0.4298
H 2.01 -2.46 4.09 0.4157
H 2.85 1.42 1.07 0.4900
H 6.30 -0.56 3.55 0.2436
H 5.60 0.55 4.78 0.2431

***

8
Properties=species:S:1:pos:R:3:lowdin_spin:R:1 method="wB97M-V/def2-TZVPD" mol_weight_g_mol=288.25 total_energy_ev=-13497.2661 de_lowest_kj_mol=0.0 largest_force_ev_per_a=6.3 homo_ha="-0.27598 / -0.27708" orbital_gap_ev="5.21 / 5.35" s_squared=0.75 multiplicity=2
O 0.48 0.67 2.41 0.0079
C -1.61 0.82 -1.08 -0.0033
C -0.70 0.51 -0.24 -0.0010
C 0.16 0.05 0.70 -0.0038
C 1.37 0.46 1.15 0.0132
O 2.45 0.92 0.80 0.1070
Pb 3.81 2.58 0.84 0.8799
H 0.54 -0.18 2.87 0.0001

***

7
Properties=species:S:1:pos:R:3:mulliken_charge:R:1 method="wB97M-V/def2-TZVPD" mol_weight_g_mol=92.01 total_energy_ev=-16157.0775 de_lowest_kj_mol=203.0 largest_force_ev_per_a=10.0 smiles="O=C1CP1F" homo_ha=-0.35951 orbital_gap_ev=8.57
O -1.42 2.46 0.08 -0.4711
C -1.24 1.12 -0.39 0.4360
C -0.28 0.10 -0.09 -0.5425
P -2.13 -0.43 -0.64 0.2891
F -2.80 -0.55 0.87 -0.2789
H 0.38 -0.20 -1.00 0.2764
H -0.07 0.02 0.94 0.2910

***

209
Properties=species:S:1:pos:R:3:mulliken_charge:R:1 method="wB97M-V/def2-TZVPD" mol_weight_g_mol=1170.55 total_energy_ev=-102600.0791 total_charge=+6 largest_force_ev_per_a=10.1 homo_ha=-0.77556 orbital_gap_ev=5.69
C 2.05 -4.81 -5.51 -1.1653
C 3.53 -4.29 -5.71 1.1916
C 3.62 -3.60 -7.12 -1.4071
C 3.23 -2.12 -7.19 -0.6689
C 3.85 -1.41 -5.95 -1.3998
C 3.46 -1.91 -4.55 1.7532
N 3.88 -3.36 -4.55 0.5490
O 3.80 -3.97 -3.23 -0.2127
C 1.89 -1.69 -4.28 -1.7879
C 4.26 -1.12 -3.49 -1.4221
C 4.61 -5.45 -5.83 -1.6070
H 1.31 -4.05 -5.28 0.1779
H 2.06 -5.49 -4.66 0.4125
H 1.52 -5.38 -6.28 0.4162
H 3.19 -4.24 -7.90 0.6652
H 4.62 -3.54 -7.54 0.4409
H 2.15 -2.07 -7.14 0.2330
H 3.47 -1.69 -8.16 0.5007
H 3.48 -0.38 -5.91 0.3849
H 4.94 -1.45 -6.05 0.4806
H 1.18 -2.16 -4.95 0.3550
H 1.66 -0.62 -4.32 0.2628
H 1.62 -2.14 -3.33 0.6124
H 3.87 -1.43 -2.52 0.0229
H 4.01 -0.06 -3.52 0.4107
H 5.35 -1.22 -3.48 0.5025
H 5.65 -5.13 -5.76 0.4415
H 4.51 -6.05 -6.73 0.4089
H 4.50 -6.12 -4.98 0.4134
C -3.35 -3.31 4.02 -1.5539
C -2.81 -4.73 3.69 1.2906
C -3.05 -5.59 4.94 -1.2327
C -2.90 -7.09 4.70 -0.6573
C -3.87 -7.58 3.61 -1.1283
C -3.70 -6.79 2.29 1.2691
N -3.72 -5.29 2.59 0.6924
O -4.28 -4.37 1.67 -0.2508
C -4.94 -7.23 1.40 -1.6868
C -2.36 -7.23 1.60 -1.3539
C -1.32 -4.58 3.26 -1.5468
H -4.41 -3.30 4.25 0.6092
H -3.18 -2.67 3.16 0.0153
H -2.75 -2.79 4.77 0.4315
H -4.06 -5.39 5.27 0.4275
H -2.33 -5.24 5.67 0.4230
H -3.09 -7.67 5.60 0.4362
H -1.85 -7.22 4.42 0.3366
H -4.87 -7.48 4.04 0.4424
H -3.77 -8.66 3.50 0.4121
H -5.93 -7.14 1.86 0.4215
H -4.92 -8.30 1.21 0.4813
H -4.95 -6.75 0.42 0.4033
H -2.44 -8.08 0.92 0.4180
H -1.70 -7.43 2.44 0.3113
H -1.83 -6.46 1.04 0.2651
H -0.85 -3.90 3.96 0.4216
H -1.32 -4.06 2.30 0.2911
H -0.81 -5.54 3.18 0.5137
C -3.76 -1.59 0.06 -2.1540
C -3.18 -0.36 -0.65 1.7412
C -3.50 0.91 0.12 -1.2129
C -2.86 2.21 -0.38 -0.4525
C -1.32 2.02 -0.20 -1.1607
C -0.68 0.82 -0.91 3.1919
N -1.63 -0.41 -0.63 1.1720
O -1.13 -1.64 -1.04 -0.3709
C 0.67 0.44 -0.28 -1.1493
C -0.64 1.06 -2.36 -2.7958
C -3.65 -0.27 -2.09 -1.4885
H -4.85 -1.62 0.18 0.5608
H -3.42 -1.55 1.10 -0.0510
H -3.36 -2.51 -0.36 0.5302
H -3.21 0.80 1.16 -0.0952
H -4.56 1.15 0.18 0.8128
H -3.07 3.00 0.33 -0.1164
H -3.27 2.53 -1.34 0.5333
H -1.16 2.03 0.88 -0.8216
H -0.81 2.97 -0.34 0.9978
H 1.17 -0.47 -0.59 0.1067
H 0.54 0.27 0.79 -0.3921
H 1.38 1.26 -0.40 0.4557
H 0.17 1.78 -2.53 0.8023
H -1.50 1.59 -2.76 0.4160
H -0.42 0.15 -2.92 0.5392
H -3.22 0.63 -2.51 0.1499
H -4.72 -0.05 -2.14 0.3934
H -3.54 -1.11 -2.78 0.3938
C -5.07 3.70 4.26 -1.7161
C -3.76 4.41 3.75 1.1901
C -4.11 5.17 2.50 -1.4479
C -2.96 6.01 1.92 -0.4914
C -2.07 6.63 2.98 -0.8985
C -2.66 6.72 4.47 1.0087
N -3.33 5.41 4.89 0.8331
O -3.45 5.16 6.29 -0.2439
C -3.67 7.84 4.62 -1.3929
C -1.45 6.98 5.41 -1.4224
C -2.58 3.41 3.41 -0.6983
H -5.87 4.39 4.54 0.4390
H -4.82 3.06 5.11 0.4710
H -5.34 2.92 3.55 0.3738
H -4.89 5.90 2.72 0.5551
H -4.55 4.52 1.74 0.6227
H -3.31 6.67 1.12 0.5812
H -2.34 5.36 1.30 -0.0607
H -1.80 7.61 2.58 0.7015
H -1.10 6.14 2.87 -0.0165
H -4.63 7.65 4.14 0.2913
H -3.19 8.77 4.32 0.4145
H -3.70 8.01 5.70 0.4714
H -1.03 7.98 5.31 0.4441
H -0.60 6.36 5.15 0.0739
H -1.61 6.87 6.49 0.4801
H -2.92 2.67 2.70 -0.2215
H -2.27 2.83 4.28 0.8068
H -1.72 3.92 2.97 -0.2888
C -2.41 4.64 -9.32 -1.6015
C -2.17 3.76 -8.11 1.2072
C -2.24 2.26 -8.63 -1.1705
C -1.65 1.20 -7.80 -0.6957
C -0.21 1.52 -7.34 -0.7804
C -0.05 2.94 -6.63 1.3716
N -0.83 4.00 -7.46 0.7108
O -0.38 5.35 -7.44 -0.2096
C 1.43 3.29 -6.49 -1.6645
C -0.59 2.85 -5.15 -1.4099
C -3.33 3.89 -7.11 -1.5284
H -2.30 5.67 -8.96 0.4851
H -3.45 4.61 -9.64 0.3989
H -1.70 4.50 -10.13 0.3931
H -1.68 2.15 -9.56 0.3799
H -3.27 1.96 -8.85 0.4732
H -1.85 0.34 -8.44 0.4514
H -2.30 1.09 -6.93 0.1854
H 0.47 1.45 -8.19 0.5677
H 0.10 0.72 -6.66 0.1418
H 2.06 2.64 -5.87 0.2189
H 1.58 4.31 -6.16 0.4385
H 1.89 3.25 -7.48 0.5050
H 0.10 2.18 -4.63 0.1145
H -1.62 2.49 -5.11 0.3288
H -0.56 3.81 -4.63 0.5575
H -4.28 3.66 -7.60 0.4586
H -3.55 4.87 -6.68 0.4424
H -3.35 3.15 -6.31 0.2310
C 4.74 -2.29 0.29 -1.6184
C 3.82 -3.15 1.28 1.6461
C 4.34 -4.63 1.28 -1.3907
C 3.99 -5.54 2.52 -0.6051
C 4.33 -4.79 3.82 -1.2827
C 3.71 -3.35 4.02 1.2154
N 3.84 -2.52 2.72 0.9020
O 4.05 -1.17 2.81 -0.2703
C 4.59 -2.68 5.02 -1.6197
C 2.17 -3.41 4.33 -0.8475
C 2.37 -3.11 0.73 -1.3643
H 4.62 -2.49 -0.77 0.1630
H 5.81 -2.42 0.45 0.4937
H 4.48 -1.25 0.49 0.4301
H 5.42 -4.70 1.20 0.4689
H 4.00 -5.09 0.36 0.4656
H 4.41 -6.54 2.46 0.4849
H 2.91 -5.69 2.47 0.1646
H 5.41 -4.74 3.90 0.4238
H 3.98 -5.36 4.68 0.5994
H 4.62 -3.36 5.87 0.4178
H 4.21 -1.75 5.42 0.2797
H 5.61 -2.40 4.78 0.4808
H 1.54 -3.69 3.49 -0.1494
H 1.94 -2.37 4.57 0.0706
H 1.91 -3.99 5.22 0.6339
H 2.33 -3.66 -0.21 0.4897
H 1.87 -2.15 0.59 -0.0154
H 1.79 -3.76 1.39 0.2146
C 1.74 0.79 5.18 -0.3546
C 2.32 2.25 5.19 -0.7857
N 2.08 3.10 3.91 1.0061
C 0.65 3.16 3.43 -1.4176
C 2.49 4.59 4.31 -0.6127
C 4.07 4.80 4.57 -1.2894
C 3.01 2.48 2.78 -0.5335
C 3.01 3.06 1.41 -0.1045
O 3.31 4.44 1.37 -0.3521
C 3.05 4.96 0.14 -0.7843
H 0.81 0.69 4.62 -0.2839
H 1.47 0.34 6.14 0.5446
H 2.38 0.18 4.54 0.0210
H 3.37 2.26 5.46 0.5355
H 1.84 2.83 5.98 0.4516
H 0.43 3.81 2.58 0.5694
H 0.08 3.47 4.31 0.4819
H 0.45 2.11 3.21 0.3228
H 1.91 4.82 5.21 0.5554
H 2.16 5.24 3.50 0.3450
H 4.24 4.30 5.52 0.4000
H 4.41 5.82 4.76 0.4368
H 4.65 4.50 3.69 0.2544
H 2.66 1.45 2.72 -0.2878
H 4.00 2.35 3.23 0.6820
H 2.00 2.86 1.06 -0.5274
H 3.80 2.57 0.84 0.8727
H 3.63 4.45 -0.62 0.3471
H 3.25 6.03 0.04 0.3245
H 1.99 4.89 -0.12 0.2086
B -0.70 -0.68 2.93 -1.0840
F -1.00 -1.43 4.10 -0.2157
F -1.22 0.59 3.07 0.7436
F 0.68 -0.57 2.79 0.1985
F -1.21 -1.27 1.79 0.1869

***

65
Properties=species:S:1:pos:R:3:mulliken_charge:R:1 method="wB97M-V/def2-TZVPD" mol_weight_g_mol=546.36 total_energy_ev=-51606.1101 de_lowest_kj_mol=18.6 largest_force_ev_per_a=1.1 homo_ha=-0.27609 orbital_gap_ev=4.53
C -5.30 1.85 2.95 -1.5745
C -4.26 1.89 1.88 1.1916
C -4.63 1.80 0.53 -0.6890
C -3.67 1.76 -0.47 -0.5165
C -2.28 1.85 -0.15 0.4199
C -1.28 1.75 -1.17 -0.6162
C -0.16 2.61 -1.28 1.3462
C 0.73 2.46 -2.40 -0.5512
C 1.77 3.33 -2.61 -0.7877
C 2.03 4.38 -1.70 1.2337
C 3.19 5.29 -1.95 -1.4220
C 1.20 4.54 -0.59 -1.1298
C 0.11 3.70 -0.39 -0.2640
C -1.93 2.01 1.22 -0.1883
C -2.90 2.01 2.20 -1.0332
H -4.83 1.88 3.94 0.3654
H -6.00 2.69 2.87 0.3664
H -5.90 0.93 2.90 0.3447
H -5.69 1.75 0.27 0.3957
H -3.95 1.72 -1.52 0.4340
H -1.45 1.05 -2.00 0.3160
H 0.50 1.68 -3.13 0.3125
H 2.41 3.23 -3.48 0.3992
H 3.30 6.01 -1.13 0.3636
H 4.13 4.73 -2.03 0.3446
H 3.07 5.85 -2.88 0.3412
H 1.40 5.35 0.11 0.3056
H -0.61 3.93 0.40 0.5862
H -0.88 2.12 1.49 0.3152
H -2.61 2.08 3.26 0.2945
F -0.57 -4.55 -0.81 -0.3304
C 0.25 -3.95 -1.74 0.1110
C 0.52 -4.72 -2.87 -0.9279
C 1.36 -4.20 -3.86 -0.3979
C 1.91 -2.92 -3.69 -0.8349
C 1.61 -2.21 -2.54 0.2544
F 2.20 -0.97 -2.39 -0.3455
C 0.79 -2.67 -1.52 0.5950
B 0.58 -1.78 -0.21 1.3272
C -0.38 -2.44 0.89 0.1556
C -1.69 -2.03 1.07 0.5046
F -2.25 -1.17 0.15 -0.2899
C -2.51 -2.49 2.09 -0.7836
C -2.05 -3.51 2.92 -0.4438
C -0.76 -4.02 2.74 -0.9289
C 0.04 -3.46 1.75 0.3893
F 1.30 -4.00 1.59 -0.3616
C 1.96 -1.40 0.51 1.1016
C 1.98 -0.34 1.41 -0.3807
F 0.79 0.30 1.72 -0.1719
C 3.11 0.08 2.10 -0.9637
C 4.32 -0.60 1.90 -0.4133
C 4.34 -1.70 1.04 -0.8099
C 3.17 -2.09 0.39 0.2161
F 3.23 -3.27 -0.31 -0.3660
H 0.07 -0.71 -0.56 -0.6248
H 0.06 -5.70 -2.96 0.4453
H 1.57 -4.78 -4.75 0.3590
H 2.55 -2.47 -4.45 0.4405
H -3.50 -2.05 2.20 0.4890
H -2.69 -3.92 3.70 0.3739
H -0.35 -4.82 3.35 0.4586
H 3.04 0.94 2.77 0.4443
H 5.23 -0.28 2.40 0.3697
H 5.25 -2.28 0.86 0.4357

***

22
Properties=species:S:1:pos:R:3:mulliken_charge:R:1 method="wB97M-V/def2-TZVPD" mol_weight_g_mol=120.17 total_energy_ev=-10997.3612 de_lowest_kj_mol=23.6 total_charge=-1 largest_force_ev_per_a=1.5 homo_ha=-0.13050 orbital_gap_ev=7.46
C 1.93 -0.03 -1.55 -1.0895
N 1.54 0.06 -0.16 -0.3587
C -2.25 0.78 -0.57 -1.3296
C -0.94 0.05 -0.75 -0.2021
C 0.21 0.64 0.06 0.0638
C -0.15 0.70 1.56 -0.9386
O -0.69 -0.49 2.03 -0.8028
H 1.90 0.96 -2.01 0.3318
H 1.34 -0.73 -2.15 0.3001
H 2.98 -0.34 -1.60 0.3674
H 1.59 -0.88 0.23 0.3073
H -2.99 0.41 -1.27 0.3742
H -2.63 0.69 0.45 0.3251
H -2.16 1.86 -0.72 0.3009
H -1.07 -0.96 -0.37 0.2129
H -0.65 -0.01 -1.81 0.3704
H 0.36 1.68 -0.32 0.2547
H 0.80 0.90 2.10 0.3988
H -0.85 1.54 1.71 0.3414
H 1.36 -2.46 1.77 0.2343
H -0.07 -1.67 1.75 0.3478
O 0.43 -2.66 1.61 -0.8093

***

115
Properties=species:S:1:pos:R:3:mulliken_charge:R:1 method="wB97M-V/def2-TZVPD" mol_weight_g_mol=1061.55 total_energy_ev=-145029.9153 de_lowest_kj_mol=131.0 largest_force_ev_per_a=0.8 homo_ha=-0.21926 orbital_gap_ev=5.84
Ba -0.09 0.36 0.06 -0.3477
C -1.21 4.21 2.02 -1.2974
P -2.49 2.92 1.80 1.3863
C -4.03 3.92 2.02 -1.4470
C -2.43 2.07 3.43 -1.2099
C -3.20 0.74 3.44 -1.1340
P -2.22 -0.62 2.66 1.3586
C -1.31 -1.25 4.10 -1.0571
C -3.52 -1.91 2.45 -1.3488
H -0.24 3.72 2.07 0.1342
H -1.39 4.77 2.94 0.4944
H -1.22 4.88 1.17 0.3834
H -3.97 4.55 2.91 0.4720
H -4.89 3.25 2.13 0.3659
H -4.20 4.56 1.16 0.3858
H -2.82 2.75 4.20 0.6943
H -1.38 1.90 3.67 0.0845
H -4.15 0.85 2.90 0.4736
H -3.46 0.45 4.46 0.6494
H -1.96 -1.45 4.96 0.4517
H -0.54 -0.52 4.37 0.3643
H -0.80 -2.18 3.82 -0.0139
H -4.20 -1.97 3.30 0.4672
H -3.03 -2.88 2.33 0.2668
H -4.08 -1.73 1.53 0.1531
S 1.12 1.44 2.85 -0.2864
S 2.93 0.53 2.35 -0.1271
S 3.69 1.35 0.64 -0.1330
S 2.97 0.35 -1.06 -0.6264
N -1.02 1.21 -2.58 0.4490
C -2.47 1.23 -2.53 0.8066
C -3.17 1.49 -3.88 -1.1145
C -4.68 1.73 -3.88 -0.1963
C -5.17 2.81 -2.91 -1.3598
N -4.99 2.51 -1.48 0.0735
C -5.53 1.47 -0.86 0.4435
N -6.68 0.93 -1.30 -0.4386
N -5.02 1.07 0.31 0.2378
C -3.00 -0.07 -1.85 -0.3300
O -4.19 -0.40 -2.05 -0.6891
O -2.21 -0.68 -1.09 0.0145
H -0.63 2.07 -2.93 0.1339
H -0.65 0.42 -3.11 -0.3002
H -2.73 2.06 -1.86 -0.3616
H -2.94 0.66 -4.56 0.2768
H -2.69 2.37 -4.31 0.3672
H -5.19 0.79 -3.67 0.2123
H -4.98 2.05 -4.88 0.4809
H -6.22 3.03 -3.09 0.3694
H -4.63 3.75 -3.07 0.4848
H -4.18 2.90 -1.03 0.2005
H -6.94 1.15 -2.24 0.2891
H -6.81 -0.04 -1.06 0.2499
H -4.03 1.27 0.47 -0.6795
H -5.29 0.15 0.63 0.2671
C 2.41 -5.58 6.40 -1.2408
C 1.25 -4.84 5.76 -0.5058
S 0.79 -5.48 4.17 1.1756
O -0.29 -4.68 3.66 -0.5310
O 0.63 -6.91 4.26 -0.7086
C 2.23 -5.18 3.15 -0.6812
C 1.95 -5.50 1.68 -1.5669
N 1.15 -4.47 1.04 1.0365
C 1.57 -3.19 0.86 0.0111
N 0.57 -2.40 0.51 1.3901
C -0.54 -3.17 0.43 -0.1539
C -0.20 -4.45 0.75 -1.4853
N -1.05 -5.59 0.71 1.3557
O -2.25 -5.39 0.68 -0.6932
O -0.54 -6.70 0.69 -0.6958
C 2.97 -2.72 1.04 -1.4552
H 2.51 -5.26 7.44 0.3879
H 3.35 -5.36 5.90 0.3003
H 2.24 -6.65 6.38 0.3297
H 1.43 -3.77 5.62 0.3748
H 0.33 -4.94 6.33 0.4454
H 3.02 -5.83 3.53 0.6157
H 2.54 -4.14 3.27 0.4531
H 1.44 -6.45 1.58 0.5865
H 2.90 -5.57 1.15 0.4895
H -1.50 -2.79 0.11 0.7340
H 3.69 -3.54 0.94 0.3458
H 3.10 -2.24 2.01 0.1199
H 3.18 -1.95 0.29 -0.0096
N 0.48 3.13 -0.54 -0.3281
C 1.51 3.58 -0.83 0.0647
N 2.65 4.12 -1.21 0.3593
C 3.51 4.79 -0.23 -0.7261
C 3.88 6.18 -0.77 -0.6677
C 3.94 6.16 -2.31 -0.6419
C 4.35 4.78 -2.82 -0.8154
C 3.27 3.74 -2.48 -0.3798
H 4.39 4.18 -0.08 0.3206
H 2.99 4.83 0.72 0.4344
H 4.85 6.46 -0.36 0.3510
H 3.15 6.92 -0.44 0.2910
H 4.62 6.92 -2.67 0.3886
H 2.95 6.40 -2.72 0.2822
H 5.30 4.49 -2.37 0.2920
H 4.50 4.78 -3.90 0.4600
H 3.68 2.73 -2.41 0.0358
H 2.49 3.72 -3.24 0.4222
C 3.59 -2.37 -3.41 -0.7797
N 2.39 -3.11 -3.09 0.3180
C 2.33 -4.34 -2.45 -0.3613
C 1.03 -4.68 -2.35 -0.6704
N 0.31 -3.65 -2.92 0.1592
C 1.14 -2.68 -3.39 -0.2966
S 0.71 -1.29 -4.22 -0.4283
H 4.45 -2.99 -3.16 0.2808
H 3.63 -1.45 -2.83 0.1110
H 3.60 -2.13 -4.47 0.3323
H 3.22 -4.86 -2.15 0.4855
H 0.56 -5.56 -1.94 0.5772
H -0.69 -3.57 -2.99 0.2613